DFT (ωB97M-V/def2-TZVPD) results for the molecule C2H5I in a non-equilibrium geometry.

The geometry in XYZ format:
```
8
Properties=species:S:1:pos:R:3
C 0.20 -0.55 -0.01
C -0.76 0.65 0.05
I -2.82 -0.03 -0.01
H 0.47 -0.96 0.99
H -0.24 -1.38 -0.43
H 1.06 -0.33 -0.53
H -0.76 1.37 -0.78
H -0.65 0.98 1.06
```

Its SMILES is CCI. The value obtained for the HOMO energy is -9.37 eV. The HOMO-LUMO gap comes out at 9.921 eV. The molar mass is 155.97 g mol⁻¹. As for the charge: 0. The value obtained for the total energy is -376.87305 hartree.